# 1
201
Properties=species:S:1:pos:R:3:mulliken_charge:R:1 method="wB97M-V/def2-TZVPD" homo_energy_ev=-3.55 total_energy_ev=-274580.9062 orbital_gap_ev=7.909 charge=-3
C 7.201 6.667 3.095 -1.195
C 6.557 6.252 1.748 0.023
N 5.687 7.318 1.153 0.500
C 5.778 8.694 1.310 -0.439
C 4.710 9.269 0.671 -0.545
N 4.000 8.152 0.192 0.558
C 4.587 7.032 0.508 -0.778
C 2.595 8.203 -0.162 -0.925
H 7.651 5.779 3.631 0.319
H 6.453 7.142 3.786 0.304
H 7.988 7.433 2.838 0.341
H 5.794 5.431 1.867 0.027
H 7.267 5.877 0.946 0.207
H 6.695 9.130 1.733 0.271
H 4.388 10.294 0.525 0.448
H -3.089 -1.409 6.414 0.331
H 1.924 8.239 0.703 0.294
H 2.389 7.352 -0.802 0.275
H 2.358 9.006 -0.798 0.334
C -6.430 -4.335 -3.420 -1.000
C -7.074 -5.172 -2.308 -0.384
N -6.203 -5.290 -1.190 0.740
C -4.819 -5.530 -1.214 -0.944
C -4.459 -5.525 0.065 -0.880
N -5.511 -5.312 0.840 0.486
C -6.601 -5.069 0.032 -1.026
C -5.629 -5.137 2.338 -1.030
H -7.140 -4.236 -4.305 0.370
H -5.631 -4.889 -3.880 0.288
H -6.059 -3.314 -3.112 0.214
H -7.378 -6.169 -2.691 0.157
H -7.952 -4.686 -1.866 0.447
H -4.305 -5.623 -2.152 0.783
H -3.492 -5.615 0.436 0.698
H -5.023 2.450 1.580 0.310
H -5.042 -4.306 2.641 0.433
H -5.223 -5.962 2.860 0.400
H -6.698 -5.035 2.497 0.374
C -0.516 -0.311 1.397 -1.058
C -0.349 0.167 0.004 0.538
N 0.954 0.732 -0.192 0.880
C 2.076 -0.050 -0.262 -0.929
C 3.200 0.756 -0.132 -1.357
N 2.692 2.005 -0.060 0.637
C 1.362 1.972 -0.117 -0.045
C 3.465 3.274 -0.009 -1.050
H -1.346 -1.057 1.411 0.351
H -0.751 0.562 2.010 0.585
H 0.405 -0.793 1.814 -0.004
H -1.022 0.999 -0.146 0.562
H -0.513 -0.677 -0.669 -1.041
H 1.946 -1.100 -0.364 0.614
H 4.229 0.561 -0.145 1.312
H 0.719 2.878 0.172 -0.279
H 3.384 3.667 1.044 0.248
H 3.019 4.039 -0.675 0.492
H 4.427 3.060 -0.444 0.155
C 0.173 -5.163 -0.206 -1.836
C 0.425 -3.670 0.178 2.395
N 1.954 -3.446 0.287 0.367
C 2.794 -3.441 -0.804 -0.552
C 3.958 -2.858 -0.412 -0.738
N 3.851 -2.554 0.907 0.413
C 2.654 -3.010 1.342 -0.111
C 4.752 -1.755 1.802 -0.611
H 0.774 -5.761 0.446 0.479
H 0.370 -5.316 -1.236 0.521
H -0.848 -5.370 -0.036 0.297
H 0.031 -3.515 1.245 -0.207
H -0.030 -2.882 -0.492 -1.260
H 2.449 -3.713 -1.795 0.605
H 4.857 -2.674 -0.972 0.535
H 2.205 -2.854 2.399 0.230
H 4.578 -0.720 1.651 0.072
H 5.748 -2.096 1.642 0.473
H 4.410 -1.905 2.865 0.246
C 3.019 1.461 -4.046 -0.447
C 2.082 2.039 -5.109 -0.621
N 0.791 2.521 -4.566 0.296
C 0.137 1.916 -3.548 1.234
C -0.770 2.780 -3.086 -1.221
N -0.618 3.985 -3.773 0.254
C 0.367 3.761 -4.638 -0.312
C -1.167 5.352 -3.495 -0.692
H 3.913 1.124 -4.593 0.429
H 2.542 0.632 -3.593 -0.081
H 3.250 2.178 -3.217 0.144
H 1.633 1.275 -5.743 0.285
H 2.502 2.917 -5.668 0.372
H 0.312 0.793 -3.391 0.022
H -1.562 2.613 -2.376 0.477
H 0.768 4.528 -5.290 0.538
H -2.185 5.312 -3.152 0.227
H -1.256 5.827 -4.506 0.363
H -0.528 5.749 -2.735 0.180
Cl -0.285 4.810 -0.295 -0.761
C 4.174 8.065 -5.348 0.504
F 5.035 7.135 -4.892 -0.215
F 4.506 9.281 -4.853 -0.225
F 4.164 8.082 -6.666 -0.209
S 2.495 7.645 -4.553 1.046
O 2.144 6.416 -5.199 -0.672
O 2.813 7.582 -3.176 -0.527
N 1.580 8.765 -5.033 -0.457
S 1.336 10.177 -4.328 1.035
O 1.315 10.105 -2.932 -0.602
O 2.037 11.302 -4.924 -0.693
C -0.405 10.431 -4.801 0.647
F -0.658 10.653 -6.109 -0.248
F -1.069 9.319 -4.500 -0.217
F -0.838 11.437 -4.059 -0.213
C -2.384 -9.532 -2.752 0.678
F -1.304 -8.896 -2.407 -0.224
F -2.099 -10.796 -2.869 -0.261
F -3.331 -9.484 -1.823 -0.240
S -2.975 -8.901 -4.435 0.993
O -3.067 -7.478 -4.226 -0.550
O -2.009 -9.431 -5.369 -0.685
N -4.337 -9.538 -4.745 -0.587
S -5.815 -8.904 -4.417 1.064
O -6.652 -9.821 -3.732 -0.695
O -5.793 -7.570 -4.028 -0.464
C -6.467 -8.817 -6.160 0.641
F -6.497 -10.014 -6.665 -0.234
F -7.722 -8.327 -5.890 -0.250
F -5.804 -8.065 -7.009 -0.217
C 6.928 2.066 4.826 0.462
F 6.758 3.264 4.202 -0.176
F 8.086 2.081 5.491 -0.224
F 5.952 1.879 5.771 -0.223
S 6.788 0.642 3.690 1.083
O 7.223 -0.526 4.413 -0.661
O 5.414 0.669 3.253 -0.547
N 7.891 1.017 2.636 -0.521
S 7.720 0.898 1.045 0.966
O 8.875 1.343 0.313 -0.690
O 6.939 -0.269 0.653 -0.547
C 6.552 2.274 0.554 0.635
F 6.276 2.135 -0.756 -0.227
F 5.465 2.244 1.315 -0.109
F 7.136 3.438 0.765 -0.215
C -0.102 -1.767 -3.443 -0.933
O -0.837 -2.494 -2.411 0.219
O 0.678 -0.824 -2.957 -0.670
C 0.629 -2.744 -4.317 0.848
F 0.097 -3.968 -4.409 -0.252
F 0.652 -2.114 -5.525 -0.284
F 1.896 -2.988 -3.846 -0.256
C -2.142 -3.061 -2.668 0.056
C -3.146 -1.889 -2.965 -0.854
H -4.148 -2.272 -2.753 0.043
H -2.890 -1.101 -2.266 0.136
H -3.124 -1.537 -4.040 0.295
H -2.356 -3.472 -1.651 -0.154
H -2.158 -3.830 -3.480 0.359
H -0.881 -1.427 -4.175 -0.155
C -3.712 -2.984 7.353 0.088
O -3.956 -4.139 6.588 -0.448
O -3.897 -1.728 6.709 -0.580
C -4.591 -2.987 8.632 0.603
F -3.937 -2.177 9.513 -0.288
F -5.822 -2.515 8.518 -0.249
F -4.566 -4.236 9.096 -0.254
C -2.852 -4.625 5.752 -0.309
C -2.950 -4.252 4.328 -0.112
H -3.597 -3.302 4.328 0.278
H -1.984 -4.010 3.908 -0.335
H -3.317 -5.010 3.643 0.216
H -2.854 -5.681 5.797 0.398
H -1.983 -4.161 6.224 0.128
H -2.703 -2.934 7.740 0.422
C -5.955 4.081 2.183 -0.058
O -5.188 5.052 1.448 -0.349
O -5.896 2.817 1.663 -0.527
C -5.788 4.187 3.671 0.846
F -5.952 5.423 4.043 -0.245
F -6.721 3.451 4.300 -0.272
F -4.581 3.655 4.079 -0.256
C -3.830 4.862 0.973 0.129
C -3.467 6.084 0.157 -1.042
H -4.240 6.303 -0.558 0.361
H -3.351 6.945 0.825 0.313
H -2.545 5.927 -0.342 0.104
H -3.857 3.981 0.315 0.161
H -3.190 4.766 1.875 0.265
H -6.949 4.405 1.967 0.282
C 0.937 -3.598 4.493 -0.671
O 0.302 -4.844 4.742 -0.026
O 0.832 -3.038 3.302 -0.234
C 0.259 -2.614 5.543 0.518
F 0.774 -1.376 5.435 -0.275
F -1.034 -2.434 5.381 -0.181
F 0.405 -3.119 6.775 -0.311
C 1.121 -5.907 4.531 0.030
C 0.383 -7.213 4.782 -1.433
H 0.985 -8.033 4.358 0.412
H 0.114 -7.463 5.786 0.355
H -0.575 -7.234 4.229 0.253
H 2.094 -5.886 5.084 0.286
H 1.375 -5.938 3.472 0.088
H 2.019 -3.645 4.854 0.192


# 2
50
Properties=species:S:1:pos:R:3:mulliken_charge:R:1 method="wB97M-V/def2-TZVPD" smiles="CCOC(=O)N1CCN(C(=O)COC(=O)Cc2ccc(OC)cc2)CC1" homo_energy_ev=-8.71 total_energy_ev=-34321.7452 orbital_gap_ev=9.339
C 2.361 3.068 -2.943 -0.905
C 0.989 2.654 -3.446 -0.430
H 0.228 3.393 -3.176 0.357
H 0.992 2.531 -4.535 0.266
O 0.624 1.398 -2.869 -0.288
C -0.634 1.298 -2.396 0.693
O -1.450 2.190 -2.408 -0.696
N -0.889 0.053 -1.927 0.248
C -2.177 -0.238 -1.338 -1.537
H -2.796 -0.806 -2.043 0.271
H -2.673 0.713 -1.136 0.544
C -1.993 -1.025 -0.048 0.257
N -1.315 -2.278 -0.326 0.217
C -1.304 -3.363 0.473 0.887
O -0.736 -4.393 0.164 -0.693
C -2.043 -3.253 1.811 -0.835
H -3.105 -3.024 1.669 0.458
O -1.441 -2.260 2.633 -0.227
C -2.185 -1.238 3.064 0.724
O -3.361 -1.115 2.843 -0.622
C -1.326 -0.243 3.819 -1.348
C -0.279 0.291 2.875 0.425
C -0.516 1.437 2.121 -0.460
C 0.421 1.893 1.216 -0.382
C 1.625 1.208 1.041 0.409
C 1.859 0.054 1.780 -0.412
C 0.912 -0.393 2.686 -0.338
H 1.106 -1.294 3.248 0.355
H 2.774 -0.506 1.664 0.456
O 2.494 1.744 0.140 -0.367
C 3.730 1.103 -0.064 -0.966
H 4.310 1.046 0.862 0.395
H 4.266 1.716 -0.786 0.244
H 3.597 0.096 -0.475 0.340
H 0.239 2.779 0.629 0.420
H -1.444 1.976 2.242 0.328
H -0.851 -0.759 4.654 0.390
H -1.969 0.553 4.192 0.401
H -1.939 -4.216 2.319 0.314
C -0.529 -2.312 -1.547 -1.314
H 0.220 -3.099 -1.432 0.530
C 0.134 -0.963 -1.787 0.082
H 0.736 -0.996 -2.699 0.654
H 0.796 -0.719 -0.945 -0.218
H -1.167 -2.573 -2.399 0.251
H -1.401 -0.420 0.649 -0.533
H -2.973 -1.212 0.398 0.832
H 3.106 2.336 -3.245 0.266
H 2.623 4.035 -3.361 0.450
H 2.352 3.133 -1.859 0.107


# 3
14
Properties=species:S:1:pos:R:3:mulliken_charge:R:1 method="wB97M-V/def2-TZVPD" smiles="C=[N+]1C=C[N+](C)=N1" homo_energy_ev=-21.54 total_energy_ev=-8708.6926 orbital_gap_ev=8.807 charge=+2
C 0.315 -1.237 0.093 -0.205
C -1.029 -1.227 0.149 -0.181
C 2.045 0.544 0.173 -0.732
C -2.556 0.691 -0.047 -0.004
N -0.219 0.878 -0.094 -0.484
N 0.711 0.056 -0.076 0.559
N -1.395 0.154 0.068 0.436
H 0.834 -2.180 0.137 0.445
H -1.874 -2.023 0.243 0.390
H 2.428 -0.075 0.890 0.375
H 2.581 0.510 -0.810 0.352
H -2.777 1.710 -0.114 0.353
H -3.424 0.159 0.080 0.312
H 1.843 1.549 0.455 0.382